(1)
{
  "formula": "C23H24BrN2O2SV",
  "method": "ωB97M-V with the def2-TZVPD basis set",
  "symbols": ["V", "C", "O", "C", "C", "C", "Br", "C", "C", "C", "O", "C", "N", "C", "C", "C", "C", "C", "C", "N", "H", "H", "H", "H", "H", "H", "H", "H", "H", "H", "H", "C", "C", "C", "C", "C", "C", "C", "H", "H", "H", "H", "H", "H", "H", "C", "S", "C", "H", "H", "H", "H", "H", "H"],
  "positions_angstrom": [[0.296899, -0.584613, -1.516288], [-2.325230, 1.310976, -3.032795], [-1.413859, 1.121435, -1.952228], [-1.732828, 1.687570, -0.745053], [-2.814606, 2.488346, -0.497850], [-2.996502, 2.993728, 0.797413], [-4.503613, 4.094398, 1.134177], [-2.121807, 2.712410, 1.805749], [-1.000680, 1.890289, 1.565329], [-0.802654, 1.350323, 0.272166], [0.185675, 0.560101, -0.043054], [-0.065005, 1.590120, 2.609199], [1.005382, 0.795537, 2.472679], [1.707924, 0.723663, 3.663445], [2.865984, 0.046291, 4.011560], [3.306433, 0.199663, 5.313421], [2.614247, 1.000472, 6.227644], [1.457927, 1.675159, 5.878416], [1.014123, 1.520388, 4.574695], [-0.072496, 2.038231, 3.879392], [-2.407887, 2.367918, -3.289957], [-3.311723, 0.915912, -2.780222], [-1.911641, 0.765629, -3.876725], [-3.526989, 2.738854, -1.270540], [-2.302070, 3.122231, 2.790790], [1.225443, 0.372858, 1.575196], [3.388519, -0.567699, 3.290300], [4.205610, -0.310691, 5.629572], [2.998574, 1.094110, 7.233784], [0.933595, 2.292535, 6.595413], [-0.756673, 2.667667, 4.263152], [1.872006, -1.848127, -1.249277], [1.753718, -1.582902, -2.673767], [2.432172, -0.500328, -3.297926], [2.211201, -0.191045, -4.625510], [1.298143, -0.923055, -5.388965], [0.609643, -1.968780, -4.804558], [0.810353, -2.291305, -3.460866], [2.773752, -1.441901, -0.791507], [1.706341, -2.879918, -0.945167], [3.190397, 0.031296, -2.734113], [2.777071, 0.604371, -5.093681], [1.152319, -0.691486, -6.435151], [-0.068401, -2.562560, -5.405103], [0.366977, -3.190577, -3.050118], [-2.471630, -2.652762, -1.922501], [-1.650204, -1.631051, -0.675083], [-1.083737, -2.927227, 0.452391], [-1.806204, -3.439579, -2.269192], [-2.734034, -2.002686, -2.753486], [-3.373814, -3.081458, -1.489551], [-1.944362, -3.369264, 0.949252], [-0.433510, -2.450104, 1.182032], [-0.528268, -3.683358, -0.096934]],
  "forces_ev_per_angstrom": [[-0.317, -0.623, -2.358], [-0.053, 0.016, -0.138], [0.057, -0.102, 0.131], [0.099, -0.008, 0.031], [0.021, -0.018, -0.056], [-0.241, 0.187, 0.081], [0.152, -0.108, -0.031], [0.127, -0.012, 0.134], [-0.288, -0.035, -0.711], [-0.309, 0.225, 0.408], [0.613, 1.205, 1.617], [0.456, -0.218, 0.226], [-0.147, 0.034, -0.211], [-0.050, 0.130, 0.262], [-0.003, -0.022, -0.032], [0.013, -0.066, -0.151], [-0.038, 0.038, 0.025], [-0.029, 0.060, 0.135], [0.308, -0.209, -0.133], [-0.214, 0.073, -0.092], [0.038, 0.002, 0.038], [0.027, -0.014, 0.024], [0.012, -0.001, 0.013], [0.007, -0.014, 0.009], [-0.031, 0.022, -0.029], [-0.097, 0.028, -0.069], [0.047, -0.005, 0.061], [-0.006, 0.014, 0.012], [-0.032, 0.017, 0.007], [-0.010, -0.001, -0.025], [-0.040, -0.001, -0.049], [0.665, -0.521, 0.242], [0.520, -0.315, 0.105], [-0.019, 0.310, -0.085], [-0.019, 0.060, 0.194], [-0.200, -0.202, -0.093], [0.091, 0.278, -0.240], [-0.358, 0.226, 0.461], [-0.007, -0.008, -0.004], [0.007, 0.018, 0.048], [0.024, 0.012, -0.039], [0.003, 0.027, 0.051], [0.011, 0.003, 0.006], [-0.009, -0.027, 0.036], [0.011, -0.019, -0.037], [-0.009, 0.045, 0.224], [-0.748, -0.587, 0.111], [-0.115, 0.150, -0.093], [0.027, 0.021, -0.020], [-0.008, -0.006, -0.015], [-0.009, -0.010, -0.049], [0.016, -0.010, 0.030], [0.009, -0.050, 0.030], [0.044, 0.012, 0.009]],
  "lowdin_charge": [0.71, -0.03, -0.18, -0.22, -0.03, -0.67, 0.78, -0.08, -0.06, -0.27, -0.23, -0.15, 0.22, -0.16, 0.01, -0.06, -0.06, 0.00, -0.16, 0.21, 0.11, 0.11, 0.10, 0.11, 0.10, 0.16, 0.12, 0.11, 0.11, 0.12, 0.17, -0.18, -0.46, -0.06, -0.07, -0.10, -0.08, -0.10, 0.06, 0.06, 0.11, 0.11, 0.10, 0.11, 0.10, -0.32, 0.85, -0.32, 0.04, 0.04, 0.05, 0.05, 0.04, 0.05],
  "max_force_ev_per_a": 2.460,
  "lumo_ev": [-3.23, -3.22],
  "gap_ev": [6.0, 5.4],
  "total_energy_ev": -137874.84513,
  "total_charge": 1,
  "multiplicity": 2
}



(2)
{
  "formula": "C23H24ClCoFN7O3S2",
  "method": "ωB97M-V with the def2-TZVPD basis set",
  "symbols": ["Co", "F", "C", "C", "C", "C", "O", "C", "C", "N", "C", "C", "C", "C", "C", "C", "N", "C", "C", "N", "C", "C", "C", "O", "O", "H", "H", "H", "H", "H", "H", "H", "H", "H", "H", "H", "H", "H", "H", "H", "H", "H", "H", "N", "C", "N", "C", "C", "S", "C", "C", "S", "C", "N", "N", "H", "H", "H", "H", "H", "H", "Cl"],
  "positions_angstrom": [[0.346617, -3.722464, -1.370278], [-3.193442, 1.541279, 0.649303], [-1.857172, 1.462111, 0.522167], [-1.324955, 0.330828, -0.020361], [0.057599, 0.223792, -0.213785], [0.631459, -0.988264, -0.771432], [-0.159882, -1.891025, -1.200589], [2.032332, -1.072990, -0.774751], [2.771827, 0.013614, -0.372483], [2.253411, 1.167299, 0.049994], [3.138278, 2.244330, 0.462971], [3.160532, 3.507365, -0.348381], [4.323756, 2.563203, -0.391101], [0.875493, 1.287919, 0.189840], [0.309248, 2.426507, 0.773569], [-1.057812, 2.541227, 0.947930], [-1.576518, 3.705578, 1.556759], [-1.299244, 4.998241, 0.941995], [-0.989602, 6.003285, 2.060716], [-1.673386, 5.525438, 3.317318], [-3.041545, 4.991478, 3.009380], [-2.890708, 3.694913, 2.196528], [2.810504, -2.276169, -1.197797], [4.017787, -2.270401, -1.149146], [2.119208, -3.311397, -1.610589], [-1.971602, -0.492081, -0.287275], [3.851299, -0.056474, -0.403769], [3.250657, 2.314110, 1.537676], [3.271803, 4.444755, 0.178548], [2.525987, 3.539610, -1.224190], [5.236561, 2.833377, 0.118334], [4.463522, 1.995661, -1.300537], [0.953307, 3.220894, 1.121882], [-2.151589, 5.338741, 0.343031], [-0.445572, 4.927501, 0.273650], [-1.366897, 7.000111, 1.841785], [0.073601, 6.064216, 2.283495], [-1.719809, 6.276925, 4.005893], [-1.115902, 4.768953, 3.718038], [-3.553995, 5.774841, 2.454252], [-3.570228, 4.825157, 3.944538], [-3.720111, 3.647197, 1.487557], [-2.958347, 2.827698, 2.851280], [3.121050, -5.786734, -1.348661], [1.899399, -6.299854, -1.417061], [0.782486, -5.598697, -1.603670], [-0.329152, -6.437502, -1.656481], [-0.078516, -7.744684, -1.508414], [1.622592, -7.996833, -1.291314], [-1.582877, -5.727332, -1.852192], [-2.846542, -6.171504, -1.882502], [-3.939333, -4.831550, -2.039142], [-2.610132, -3.750014, -2.047052], [-1.432997, -4.343206, -1.975410], [-2.757528, -2.420900, -2.145014], [3.209777, -4.783752, -1.466361], [3.921485, -6.374819, -1.205368], [-0.773641, -8.566454, -1.506107], [-3.209718, -7.181892, -1.808061], [-3.665688, -1.994252, -2.128061], [-1.939298, -1.848738, -2.007041], [-0.227835, -4.088172, 0.685948]],
  "forces_ev_per_angstrom": [[-0.611, -0.827, -0.516], [0.001, 0.007, 0.010], [-0.011, 0.008, 0.014], [0.080, -0.003, -0.007], [-0.033, 0.036, 0.021], [-0.137, -0.058, 0.018], [0.076, 0.102, -0.083], [0.054, 0.064, 0.092], [0.031, 0.008, 0.024], [-0.023, -0.008, 0.028], [0.028, 0.043, -0.012], [-0.007, -0.005, -0.008], [-0.006, -0.015, -0.007], [0.024, -0.025, -0.026], [-0.004, 0.008, -0.004], [0.003, -0.028, -0.008], [-0.041, 0.016, -0.030], [0.032, 0.007, 0.023], [-0.002, -0.004, 0.008], [-0.005, -0.007, -0.013], [0.009, 0.014, 0.004], [0.006, -0.011, 0.000], [0.000, -0.065, 0.031], [0.007, 0.001, -0.095], [0.107, 0.249, 0.392], [-0.038, 0.014, 0.017], [-0.005, -0.007, -0.002], [-0.015, -0.022, 0.004], [-0.002, -0.001, 0.004], [0.005, 0.002, -0.004], [-0.001, 0.000, 0.002], [0.001, 0.005, -0.002], [-0.008, 0.003, 0.000], [-0.007, -0.008, 0.003], [0.000, 0.000, 0.000], [0.005, 0.000, -0.007], [0.001, 0.003, -0.002], [-0.001, -0.001, 0.000], [-0.001, 0.006, 0.011], [-0.009, -0.007, 0.000], [-0.001, 0.001, 0.000], [0.000, 0.000, -0.004], [0.006, -0.003, -0.001], [-0.101, 0.043, 0.040], [-0.003, 0.151, -0.041], [0.004, 0.007, 0.022], [-0.114, 0.148, -0.072], [0.099, -0.048, 0.024], [-0.170, -0.112, -0.052], [0.182, 0.040, 0.037], [-0.165, 0.094, -0.025], [-0.019, -0.245, -0.061], [0.138, 0.300, -0.072], [0.153, -0.035, 0.621], [-0.068, 0.056, -0.004], [0.158, -0.032, 0.024], [0.026, 0.017, 0.003], [0.026, -0.012, -0.021], [-0.015, 0.008, -0.012], [-0.041, -0.086, -0.048], [0.047, -0.017, -0.010], [0.356, 0.228, -0.226]],
  "lowdin_charge": [0.44, 0.09, -0.18, 0.10, -0.03, -0.24, -0.13, -0.01, 0.08, 0.03, -0.25, -0.08, -0.06, -0.10, 0.08, -0.13, -0.10, -0.12, -0.06, 0.06, -0.07, -0.12, -0.52, 0.12, -0.11, 0.13, 0.16, 0.16, 0.11, 0.12, 0.12, 0.12, 0.12, 0.14, 0.13, 0.14, 0.14, 0.19, 0.19, 0.14, 0.14, 0.13, 0.14, 0.16, -0.63, -0.03, -0.34, -0.30, 1.12, -0.33, -0.29, 1.12, -0.66, -0.01, 0.14, 0.08, 0.12, 0.09, 0.09, 0.11, 0.07, 0.29],
  "max_force_ev_per_a": 1.151,
  "lumo_ev": [-5.90, -5.90],
  "gap_ev": [6.3, 6.3],
  "total_energy_ev": -115339.79623,
  "total_charge": 2
}